(1)
{"formula": "C4H8O3", "method": "wB97M-V/def2-TZVPD", "species": ["O", "C", "C", "O", "C", "C", "O", "H", "H", "H", "H", "H", "H", "H", "H"], "xyz": [[0.246, 0.800, -1.545], [-0.441, 0.344, -0.634], [-1.336, -0.768, -1.049], [-1.315, -0.801, -2.420], [-0.231, 0.712, 0.801], [1.201, 0.458, 1.274], [1.455, -0.934, 1.282], [-0.628, -1.469, -0.510], [-2.302, -0.852, -0.529], [-0.494, -0.051, -2.529], [-0.445, 1.781, 0.878], [-0.933, 0.167, 1.444], [1.902, 1.044, 0.661], [1.305, 0.773, 2.316], [2.015, -1.204, 0.558]], "forces_ev_per_a": [[0.22, 0.49, 0.65], [0.28, 0.68, 0.02], [0.63, 0.01, 0.76], [1.61, 1.22, -0.15], [-0.11, 0.20, 0.14], [-0.12, 0.12, 0.07], [-0.01, -0.22, 0.13], [-0.62, -0.81, -0.46], [0.20, 0.18, -0.40], [-2.18, -1.95, -0.32], [-0.05, 0.03, 0.08], [0.11, 0.08, -0.15], [-0.07, -0.34, 0.09], [-0.08, 0.21, -0.15], [0.19, 0.09, -0.31]], "e_homo_ev": -9.9, "relative_energy_kcal_mol": 47.9, "smiles": "O=C(CO)CCO", "lumo_ev": 0.7127, "max_force_ha_per_bohr": 0.057}


(2)
{"formula": "H7O3", "method": "wB97M-V/def2-TZVPD", "species": ["O", "H", "H", "O", "H", "H", "O", "H", "H", "H"], "xyz": [[0.998, -0.547, -1.987], [1.815, -0.928, -1.714], [0.961, -0.629, -2.946], [-0.599, 0.133, 2.264], [0.014, 0.077, 3.028], [-1.257, 0.797, 2.582], [-0.417, 0.279, -0.298], [-0.313, 0.578, 0.662], [-1.366, 0.308, -0.457], [0.164, -0.069, -1.134]], "forces_ev_per_a": [[-0.49, 0.16, -0.98], [1.10, -0.52, 0.60], [-0.29, 0.15, -0.12], [-0.34, 1.26, 0.87], [-0.23, -0.11, -0.70], [0.48, -0.75, -0.21], [-1.58, 0.90, 0.67], [0.83, -0.91, -0.10], [-0.20, -0.16, -0.33], [0.73, -0.02, 0.31]], "e_homo_ev": -16.9, "relative_energy_kcal_mol": 11.8, "charge": 1, "lumo_ev": -3.5597, "max_force_ha_per_bohr": 0.038}


| no. | gap between HOMO and LUMO (eV) |
| --- | --- |
| 1 | 10.66 |
| 2 | 13.35 |